DFT (the ωB97M-V functional and the def2-TZVPD basis) results for C5H8CoO3 as an isolated structure.

```
17
Properties=species:S:1:pos:R:3:forces:R:3
H 0.74430 -1.39132 0.87246 -0.01 -0.10 -0.83
O -0.75736 -0.76314 -0.41925 0.35 -0.06 0.28
C 0.68931 -0.85498 -0.10388 -0.85 0.69 2.34
O 1.45198 -1.16329 -1.05455 1.05 -0.35 -0.84
Co 0.62314 -1.58929 -2.63076 -0.63 -0.06 -0.32
O 0.91528 0.61171 0.32216 -0.51 -0.30 -0.27
C 1.29683 0.83740 1.49332 0.95 0.38 0.22
C -1.12672 -1.12574 -1.58926 -0.11 0.00 -0.21
C -2.57912 -1.06625 -1.79098 0.14 -0.05 -0.23
H -3.13974 -0.69800 -0.92336 0.23 -0.09 -0.22
H -2.77169 -0.45417 -2.68732 -0.04 -0.14 0.14
H -2.90520 -2.08254 -2.06729 -0.03 0.15 -0.01
C 1.44013 2.19866 1.98976 -0.11 -0.07 -0.21
H 1.64226 -0.00711 2.11156 -0.44 0.10 -0.01
H 1.17686 2.95269 1.24203 0.03 -0.17 0.24
H 2.47907 2.31159 2.33732 -0.12 0.01 0.02
H 0.82067 2.28377 2.89803 0.10 0.04 -0.08
```
Forces are in eV/Å.

Summary:
Charge: +2
HOMO-LUMO gap (spin up / spin down), eV: 9.83 / 9.06
E, eV: -49062.578
Multiplicity: 4
Lowest unoccupied orbital energy (spin up / spin down), eV: -9.2 / -10.7
HOMO energy (spin up / spin down), Eh: -0.6979 / -0.7246
F_max, Eh/bohr: 0.050
Energy relative to the best compared isomer or geometry (same formula, charge and spin), kcal/mol: 0.0

=====

DFT (the ωB97M-V functional and the def2-TZVPD basis) results for C5H8CsMgO4 as an isolated structure.

```
19
Properties=species:S:1:pos:R:3:forces:R:3
C -4.49019 2.26412 0.28801 -0.43 0.51 -0.72
C -4.38175 0.84766 -0.24041 -1.31 -0.62 -0.33
O -3.14685 0.39268 -0.34005 -0.30 -0.49 -0.68
Cs -1.70281 -3.19710 -1.43228 -0.55 0.49 -0.32
H -5.54672 2.56774 0.35652 0.31 -0.03 0.00
H -4.03850 2.35673 1.28588 -0.02 -0.09 -0.29
H -3.98504 2.94668 -0.41391 -0.13 -0.09 0.37
H -5.28936 0.48594 -1.36113 2.06 0.78 1.51
H -4.97962 0.18221 0.42788 -0.04 -0.27 -0.18
O -6.47292 0.46664 -3.93433 0.54 0.62 -1.88
C -4.53686 -2.13850 -4.08744 0.71 -0.19 0.31
C -6.46992 -0.09410 -2.78425 -0.91 -0.53 1.10
O -4.21189 -1.76210 -5.21634 -0.12 0.10 0.01
O -5.96630 -2.07364 -4.00378 -0.52 -0.14 -0.15
C -6.51674 -1.60698 -2.78562 0.42 -0.26 0.93
Mg -6.04925 -0.65556 -5.66853 0.05 0.16 0.76
H -7.19767 0.32960 -2.06412 0.22 0.11 0.27
H -7.55112 -1.96748 -2.69659 0.09 -0.08 -0.30
H -5.96481 -2.02115 -1.91560 -0.09 0.01 -0.40
```
Forces are in eV/Å.

Summary:
HOMO-LUMO gap (spin up / spin down), eV: 3.88 / 3.30
E, eV: -19490.854
Multiplicity: 2
Lowest unoccupied orbital energy (spin up / spin down), eV: -1.2 / -1.2
HOMO energy (spin up / spin down), Eh: -0.1877 / -0.1661
F_max, Eh/bohr: 0.052

=====

DFT (the ωB97M-V functional and the def2-TZVPD basis) results for C5H8CuMgO4 as an isolated structure.

```
19
Properties=species:S:1:pos:R:3:forces:R:3
C 2.25627 1.77867 0.97726 0.22 0.05 -0.11
C 1.45005 0.87969 1.91457 0.39 -0.48 -0.25
O 0.10233 1.12689 1.85598 -1.31 0.52 -0.94
Cu -1.04374 1.96475 0.37996 0.70 -1.82 0.20
H 3.34090 1.63658 1.10228 -0.21 0.04 -0.08
H 1.99635 1.56173 -0.07193 0.05 0.05 0.22
H 2.02013 2.83843 1.16698 0.04 -0.33 0.03
H 1.84444 1.00576 2.94918 -0.20 0.01 -0.30
H 1.68157 -0.21067 1.65145 -0.09 0.84 0.16
O -2.31585 -2.66296 -0.94513 0.47 0.23 0.57
C -2.02226 0.54622 -1.44025 -0.44 1.06 0.45
C -1.21731 -2.39025 -0.47131 -0.05 -0.64 -0.85
O -3.09638 0.50644 -2.03831 0.53 -0.12 0.37
O -1.21688 -0.55199 -1.94030 0.31 -0.39 -0.15
C -0.42586 -1.23339 -0.99385 0.23 0.61 0.63
Mg -2.99860 -1.54838 -2.71204 0.00 0.29 0.04
H -0.72146 -3.08309 0.23050 -0.28 0.27 0.12
H 0.50001 -1.60584 -1.45951 -0.24 0.05 0.09
H -0.13372 -0.55858 -0.15551 -0.12 -0.23 -0.21
```
Forces are in eV/Å.

Summary:
HOMO-LUMO gap (spin up / spin down), eV: 5.94 / 7.04
E, eV: -63586.139
Multiplicity: 2
Lowest unoccupied orbital energy (spin up / spin down), eV: -0.5 / -0.7
HOMO energy (spin up / spin down), Eh: -0.2383 / -0.2843
F_max, Eh/bohr: 0.038
Energy relative to the best compared isomer or geometry (same formula, charge and spin), kcal/mol: 0.0

=====

DFT (the ωB97M-V functional and the def2-TZVPD basis) results for a single C5H8F2Si molecule.

```
16
Properties=species:S:1:pos:R:3:forces:R:3
C -3.20870 -0.35272 -0.77588 0.82 -0.64 -1.81
C -1.99420 0.56017 -1.37254 -1.05 -3.57 -0.89
C -0.70437 0.35766 -0.78445 -1.65 0.09 -0.11
C 0.22631 0.34886 -0.05193 5.41 -0.89 3.84
Si 1.79402 -0.07378 1.34897 -2.69 0.06 -1.78
C 3.55655 -0.08673 0.78902 2.02 -0.39 -0.19
F 1.44949 -1.53715 1.81598 -0.05 -0.91 -0.24
F 1.44153 0.67639 2.70647 0.38 0.79 -0.45
H -3.02678 -1.50752 -0.96173 -0.36 2.45 0.58
H -4.12719 -0.02817 -1.39148 1.23 -0.61 1.25
H -3.29769 -0.09962 0.30041 -0.18 -0.43 -0.72
H -2.30725 1.50035 -1.09869 -0.55 2.53 -0.13
H -1.87206 0.37809 -2.46025 -0.62 0.52 0.47
H 4.31762 0.35199 1.49527 -1.01 -0.96 0.21
H 3.96502 -1.12700 0.42091 -1.12 1.98 0.84
H 3.78769 0.63918 0.01993 -0.57 -0.04 -0.88
```
Forces are in eV/Å.

Summary:
HOMO-LUMO gap, eV: 10.52
E, eV: -18628.426
Lowest unoccupied orbital energy, eV: 0.7
HOMO energy, Eh: -0.3592
F_max, Eh/bohr: 0.130
Energy relative to the best compared isomer or geometry (same formula, charge and spin), kcal/mol: 23.9

=====

DFT (the ωB97M-V functional and the def2-TZVPD basis) results for a 2-piece molecular cluster, C5H8F3NO overall.

```
18
Properties=species:S:1:pos:R:3:forces:R:3
H -1.19310 -0.62953 -1.91138 -1.17 1.65 -3.24
N -0.93060 -0.82495 -1.02351 0.79 -1.19 4.41
C -1.56060 -0.36981 -0.02537 -2.18 -0.33 -1.13
C -1.40570 -0.89377 1.34807 0.78 1.37 2.47
C -2.80596 0.66360 -0.16324 1.43 0.54 0.28
F -3.11681 1.32367 0.97441 0.68 -0.32 0.20
F -3.95730 0.13235 -0.54170 -0.08 -0.78 -0.63
F -2.44719 1.61259 -1.04790 -0.20 -0.17 -0.28
H -2.36755 -1.17773 1.86567 0.60 1.05 -0.70
H -0.89352 -1.86289 1.38930 0.65 0.70 -0.26
H -0.85572 0.01056 1.96688 -1.29 -2.62 -1.12
C 1.40978 1.50268 -1.10376 -0.14 -1.56 -0.69
C 1.53341 1.44236 0.23085 0.94 -1.90 -1.84
O 1.87526 0.33031 1.02714 -0.08 -0.76 -2.12
H 1.29795 2.44914 -1.65291 -0.13 -0.42 0.69
H 1.38572 0.57922 -1.76930 0.26 1.19 1.07
H 1.48197 2.37672 0.69962 0.04 0.80 1.58
H 2.10952 -0.50775 0.45339 -0.91 2.73 1.31
```
Forces are in eV/Å.

Summary:
HOMO-LUMO gap, eV: 10.04
E, eV: -17002.777
Lowest unoccupied orbital energy, eV: 0.8
HOMO energy, Eh: -0.3384
F_max, Eh/bohr: 0.090
Energy relative to the best compared isomer or geometry (same formula, charge and spin), kcal/mol: 33.9

=====

DFT (the ωB97M-V functional and the def2-TZVPD basis) results for a 2-piece molecular cluster, C5H8F3NO7S2 overall.

```
26
Properties=species:S:1:pos:R:3:forces:R:3
C 3.41357 1.13617 1.05751 0.00 -0.37 -0.16
C 3.55600 -0.16523 0.79773 -0.30 0.13 0.05
C 3.25029 -1.26485 1.77361 2.09 0.25 0.28
O 2.44630 -2.30543 1.15921 -0.79 0.52 0.64
S 0.90209 -2.09644 0.79195 0.57 -0.68 -0.70
O 0.80997 -1.39339 -0.45472 -0.12 0.09 0.23
O 0.49387 -0.95803 2.05973 -0.13 0.14 -0.40
S -0.37295 0.33113 1.75674 -0.09 1.43 0.85
O 0.19068 1.20388 0.79000 0.21 -0.66 -0.41
O -0.72427 0.88619 3.01863 0.02 -0.54 0.12
C -1.97531 -0.33187 1.04459 0.25 0.11 0.13
F -2.25706 0.38495 -0.02566 -0.03 0.03 -0.41
F -1.91228 -1.61802 0.72907 0.13 -0.28 -0.16
F -2.93269 -0.16358 1.92283 -0.36 0.01 0.46
H 3.11104 1.81477 0.26755 1.09 0.26 -0.13
H 3.56179 1.53903 2.05460 -1.04 -0.10 0.18
H 3.89074 -0.50930 -0.17798 -0.92 0.04 -0.27
H 2.81623 -0.89214 2.69681 -0.36 -0.07 -0.13
H 4.17369 -1.77819 2.05843 -0.20 -0.30 -0.07
C -3.02720 0.75348 -2.71389 0.16 0.00 -0.07
N -3.42236 1.04767 -4.11988 0.01 -0.01 0.01
O -2.54100 1.15572 -4.94555 -0.02 0.00 0.00
O -4.61045 1.15875 -4.33984 0.00 0.00 -0.01
H -1.94756 0.68198 -2.66763 0.01 0.01 -0.05
H -3.39553 1.56692 -2.09755 -0.09 -0.03 0.00
H -3.49757 -0.18420 -2.43628 -0.08 0.04 0.02
```
Forces are in eV/Å.

Summary:
HOMO-LUMO gap, eV: 9.93
E, eV: -50954.198
Lowest unoccupied orbital energy, eV: 0.1
HOMO energy, Eh: -0.3626
F_max, Eh/bohr: 0.041